Record 1
ORCA calculation (ωB97M-V/def2-TZVPD) on 13 unconnected molecules or ions with the total composition C84H108F24N13O4P4 at a distorted geometry.

XYZ file:
```
237
Properties=species:S:1:pos:R:3:mulliken_charge:R:1
P -6.298 6.023 35.584 1.2920
P -13.372 7.180 34.186 1.2333
P -11.047 -0.060 38.326 1.3181
P -5.506 -1.197 36.410 1.2845
F -12.586 5.777 33.903 -0.2893
F -14.258 8.516 34.220 -0.3659
F -14.081 6.981 32.706 -0.3991
F -7.201 7.405 35.620 -0.3651
F -4.143 -0.699 35.554 -0.4110
F -5.027 6.748 36.389 -0.3885
F -6.200 0.261 36.335 -0.3349
F -4.882 -0.760 37.819 -0.3638
F -5.658 6.457 34.193 -0.4017
F -6.027 -1.437 34.885 -0.2273
F -14.560 6.305 34.809 -0.3601
F -10.132 -1.388 38.380 -0.3644
F -9.753 0.797 37.898 -0.3285
F -7.479 5.070 34.832 -0.2944
F -4.841 -2.691 36.463 -0.4072
F -5.358 4.712 35.492 -0.3890
F -11.862 1.338 38.312 -0.3917
F -10.849 0.166 39.947 -0.3543
F -12.186 7.984 33.488 -0.3126
F -6.918 5.524 37.057 -0.3248
F -6.817 -1.910 37.043 -0.3838
F -12.311 -0.975 38.702 -0.3694
F -12.825 7.274 35.745 -0.3476
F -11.314 -0.252 36.797 -0.3519
O -16.329 0.925 27.319 -0.7394
O -8.187 2.333 31.418 -0.2006
O -10.294 2.440 30.605 -0.4465
O -14.414 1.867 27.929 -0.6076
N -8.843 8.934 32.374 1.0008
N -8.440 2.786 28.008 0.3040
N -3.843 9.230 29.350 -0.0295
N -0.925 -5.943 35.481 -0.0046
N -13.275 -1.794 27.811 0.1115
N -13.966 3.078 32.034 0.7431
N -5.741 -2.126 31.988 0.4519
N -2.356 -0.755 28.188 0.0145
N -9.878 -1.992 33.892 0.5364
N -4.560 3.228 32.953 0.9298
N -9.781 5.367 38.407 0.3919
N -7.747 2.202 44.530 0.0029
N -16.669 -1.208 37.057 0.0388
C -0.036 -6.764 36.346 -0.7707
C -9.967 8.729 31.330 -1.0042
C -13.936 -1.634 26.523 -0.7496
C -4.588 -1.522 32.329 -0.0457
C -3.076 9.146 30.449 -0.4681
C -6.103 2.727 28.144 -0.7059
C -7.252 3.434 28.079 -0.7898
C -4.507 8.168 28.873 -0.4000
C -12.425 -0.758 28.101 -0.2796
C -8.540 3.550 42.147 0.8070
C -15.544 0.697 35.351 0.5914
C -15.564 0.703 29.586 0.3619
C -4.688 -0.622 27.595 -0.3910
C -11.891 -1.888 30.174 1.0059
C -12.796 -2.924 29.827 -0.8746
C -9.439 2.778 42.892 -0.6306
C -3.736 6.786 30.664 0.2251
C -14.979 1.530 34.248 0.9392
C -9.564 3.626 27.676 -0.8606
C -2.628 -5.804 33.757 -0.6237
C -1.783 -6.567 34.578 -0.3851
C -6.859 2.966 43.863 -0.1554
C -9.169 6.603 31.992 1.2735
C -3.982 10.600 28.752 -0.9020
C -14.071 0.984 33.323 -0.6862
C -15.449 1.252 28.182 0.3770
C -7.338 1.511 45.794 -0.8587
C -9.330 -1.972 35.289 -1.4701
C -15.362 2.875 34.037 -0.6757
C -3.409 -1.311 27.516 -0.4033
C -5.253 5.079 31.643 -0.7776
C -10.263 -0.814 33.360 -1.2958
C -8.530 1.467 28.152 -0.7534
C -6.109 1.316 28.299 0.7272
C -8.114 7.632 32.130 -0.6417
C -11.798 -0.787 29.303 0.1781
C -1.086 -4.617 35.635 -0.4893
C -17.468 -0.234 36.621 -0.3306
C -13.508 3.921 30.869 -0.4165
C -15.371 -1.306 36.690 -0.3059
C -10.233 7.249 31.204 -0.3988
C -8.548 5.537 40.459 -0.8668
C -3.922 5.507 31.500 1.1359
C -2.796 -4.449 33.983 0.6493
C -14.767 -0.318 35.924 -0.4334
C -10.897 -0.768 32.176 1.1239
C -4.431 6.917 29.507 -0.4963
C -16.877 0.717 35.757 -0.8858
C -11.169 -1.960 31.503 0.7802
C -13.596 1.783 32.280 -1.6283
C -3.245 3.577 32.834 -0.3303
C -9.039 4.271 40.860 0.6159
C -4.817 0.564 28.288 0.4062
C -7.905 10.085 31.990 -0.8754
C -3.027 7.894 31.145 -0.6034
C -1.945 -3.765 34.911 -0.5749
C -3.837 -3.650 33.279 0.9324
C -1.108 -1.517 28.235 -0.8885
C -6.032 -3.415 32.316 -0.5643
C -7.881 12.445 31.160 -1.5159
C -8.937 6.052 39.199 -0.1008
C -10.246 4.119 38.733 -0.0991
C -9.436 9.090 33.829 -0.9162
C -9.420 2.598 31.490 0.2886
C -13.486 -2.858 28.610 -0.5603
C -17.191 -2.210 38.028 -0.8207
C -5.549 3.917 32.406 -0.9583
C -7.371 0.686 28.328 -0.2767
C -9.928 3.522 39.972 -0.9802
C -14.812 3.624 32.962 -1.0184
C -10.744 -3.221 32.069 -0.7934
C -9.007 2.110 44.094 -0.3754
C -7.272 3.632 42.664 -0.7655
C -4.925 2.116 33.709 -1.3400
C -10.280 6.048 37.157 -1.2754
C -3.741 1.000 29.022 -0.6176
C -8.627 11.412 32.039 -0.4426
C -9.840 3.125 32.896 -0.4812
C -2.529 0.337 28.954 -0.4815
C -10.025 -3.177 33.249 -0.9132
C -2.914 4.727 32.061 -0.8985
C -5.068 -4.158 32.943 -0.8821
C -3.684 -2.284 33.029 -0.9744
C -6.786 -1.384 31.267 -0.3279
H -7.525 9.961 30.976 0.2490
H -6.654 -0.325 31.489 -0.1078
H -16.572 0.369 29.835 0.4085
H -3.761 1.912 29.599 0.4500
H -1.516 -7.611 34.516 0.3964
H -13.718 -0.034 33.393 0.8688
H -12.906 -3.812 30.432 0.5855
H -2.098 -2.750 35.245 0.4890
H -3.793 11.279 29.584 0.3670
H -2.402 7.791 32.020 0.6138
H -5.173 3.276 28.122 0.7571
H -7.517 -0.341 28.628 0.5650
H -9.095 3.117 33.692 0.4605
H -10.943 -4.173 31.600 0.6633
H -1.676 0.647 29.539 0.5142
H -14.872 -1.155 26.811 0.3948
H -1.020 -2.202 27.391 0.3460
H -9.516 1.026 28.151 0.4454
H -13.330 -0.935 25.948 0.2686
H -8.614 -2.781 35.431 0.5284
H -7.021 9.993 32.620 0.5701
H -17.528 1.475 35.346 0.5313
H -6.542 4.221 42.127 0.4968
H -10.252 4.134 32.907 -0.2515
H -10.792 9.352 31.675 0.4093
H -10.727 2.566 33.193 0.0325
H -17.982 -1.676 38.556 0.3137
H -10.321 2.561 40.268 0.4850
H -8.505 11.708 33.082 0.4532
H -9.688 11.416 31.789 0.3748
H -16.062 3.319 34.729 0.6509
H -8.064 1.698 46.585 0.3657
H -5.684 1.621 33.104 0.0404
H -6.546 -1.501 30.211 0.5732
H -3.285 -6.288 33.050 0.5763
H -10.755 7.005 37.374 0.4352
H -3.264 -2.257 27.015 0.4642
H -7.794 -1.765 31.434 -0.2668
H -9.612 6.320 32.947 -0.3842
H -2.754 -1.766 33.214 0.6735
H -9.944 10.050 33.924 0.4156
H -0.290 -0.799 28.276 0.3775
H -7.910 6.125 41.102 0.6010
H -0.566 -4.188 36.479 0.4774
H -8.339 13.400 31.417 0.3947
H -1.860 4.960 32.020 0.6670
H -9.441 6.065 36.461 0.2904
H -3.178 10.704 28.023 0.3262
H -5.113 8.289 27.988 0.5074
H -14.250 -3.551 28.289 0.5297
H -8.703 7.029 38.802 0.5418
H -7.210 4.507 27.965 0.6005
H -7.291 0.446 45.566 0.3855
H -9.669 9.023 30.323 0.3390
H -9.721 -4.041 33.821 0.6632
H -10.875 3.608 38.020 0.5860
H -12.712 3.371 30.367 0.0849
H -10.903 5.404 36.537 0.2698
H -0.606 -6.805 37.274 0.3890
H -18.493 -0.269 36.962 0.4523
H -10.474 3.042 27.541 0.2882
H -5.851 3.001 44.247 0.3936
H -7.418 7.571 32.966 0.2908
H -7.646 7.723 31.149 0.1552
H -17.594 -3.032 37.437 0.3709
H 0.916 -6.235 36.305 0.3687
H -14.856 -0.124 29.639 -0.3608
H -5.113 6.153 29.165 0.6467
H -4.520 -0.457 32.164 0.5327
H -10.084 0.113 33.884 0.9121
H -9.433 4.223 26.774 0.4154
H -5.554 -1.123 27.188 0.6221
H 0.045 -7.766 35.923 0.2793
H -14.215 -2.543 25.989 0.3783
H -8.177 12.260 30.127 0.4303
H -10.250 7.080 30.128 0.4474
H -4.143 1.385 33.913 0.4709
H -12.363 0.030 27.365 0.2449
H -5.342 2.464 34.654 0.3228
H -13.746 -0.517 35.631 0.2748
H -14.809 -2.141 37.081 0.4170
H -13.235 4.901 31.260 -0.0646
H -8.934 5.700 31.429 -0.3110
H -10.466 2.665 42.579 0.5324
H -6.542 3.587 32.672 0.8232
H -5.002 10.615 28.368 0.3981
H -8.908 -1.016 35.598 0.3204
H -6.799 12.455 31.031 0.3341
H -2.589 10.082 30.680 0.5434
H -9.671 1.435 44.612 0.4691
H -1.149 -2.204 29.081 0.3645
H -9.742 4.306 28.509 0.2794
H -15.104 4.661 32.890 0.5503
H -11.039 0.177 31.673 -0.6573
H -5.134 -5.205 33.201 0.5561
H -10.158 -2.067 35.991 0.4518
H -16.386 -2.628 38.633 0.3115
H -9.989 8.215 34.170 0.1925
H -14.483 3.988 30.387 0.4545
H -11.248 6.927 31.436 -0.2073
H -6.329 1.758 46.122 0.2998
H -2.522 2.997 33.389 0.8579
H -6.995 -3.849 32.091 0.5573
H -15.257 1.487 30.277 -0.3065
H -6.044 5.619 31.144 0.0886
H -12.937 1.324 31.558 1.4490
H -8.562 9.223 34.467 0.3290
H -11.187 0.075 29.527 -0.2381
```

Properties
HOMO-LUMO gap	1.94	eV
spin multiplicity	1
net charge	+7

Record 2
ORCA calculation (ωB97M-V/def2-TZVPD) on 9 unconnected molecules or ions with the total composition C19H51F8N2O24PS8 at a distorted geometry.

XYZ file:
```
113
Properties=species:S:1:pos:R:3:mulliken_charge:R:1
S 23.293 19.179 18.785 1.0650
S 18.405 15.222 23.196 1.1145
S 23.460 26.630 22.582 1.1214
S 18.826 24.409 19.829 1.1059
S 27.491 18.248 24.602 1.1018
S 13.980 20.433 22.437 1.0977
S 22.784 28.248 21.214 1.1948
S 19.238 12.558 29.136 1.1088
P 20.496 20.619 24.514 1.2592
F 21.840 20.734 25.410 -0.3931
F 19.803 21.830 25.291 -0.3637
F 23.250 29.701 20.692 -0.3851
F 24.414 26.583 23.903 -0.3384
F 21.131 21.737 23.516 -0.3991
F 19.968 19.448 25.512 -0.3606
F 21.270 19.629 23.517 -0.3818
F 19.203 20.539 23.524 -0.3702
O 18.135 11.648 29.193 -0.5841
O 18.329 22.990 19.793 -0.5795
O 17.472 15.534 24.321 -0.6201
O 22.171 26.286 23.147 -0.4681
O 21.422 28.597 21.598 -0.6128
O 28.770 18.595 25.227 -0.5899
O 17.936 13.732 22.675 -0.2775
O 12.408 19.801 22.140 -0.3566
O 14.935 19.707 21.602 -0.5366
O 18.043 25.194 18.531 -0.3214
O 24.193 25.698 21.771 -0.5748
O 26.445 17.553 25.317 -0.5838
O 18.453 16.135 22.034 -0.5506
O 21.823 19.353 19.008 -0.5638
O 22.943 27.589 19.921 -0.5923
O 18.663 14.085 29.479 -0.3008
O 19.641 26.445 28.867 -0.5765
O 19.221 25.762 26.910 -0.4993
O 20.243 24.808 19.762 -0.5197
O 27.879 17.241 23.326 -0.3314
O 20.196 12.694 28.051 -0.5739
O 13.971 21.864 22.408 -0.5678
O 24.029 18.204 19.570 -0.5397
O 23.459 18.960 17.164 -0.3092
N 19.983 25.932 27.837 0.9147
N 23.920 28.278 22.281 -0.3362
C 18.340 26.517 18.252 -0.0298
C 17.980 12.569 23.507 -0.0393
C 16.911 11.754 22.854 -1.4193
C 27.423 15.601 21.590 -1.1823
C 11.276 20.467 22.696 -0.2721
C 20.058 14.759 23.837 -0.7910
C 18.001 25.249 21.236 -0.9488
C 17.108 27.007 17.518 -1.2695
C 26.763 19.596 23.546 -0.8909
C 14.198 19.737 24.129 -0.8711
C 24.698 18.329 16.764 -0.1886
C 19.471 15.246 29.225 0.0433
C 26.969 16.187 22.939 -0.1819
C 18.909 16.227 30.141 -1.2961
C 21.374 25.434 27.718 -0.7193
C 25.084 18.912 15.436 -1.1610
C 20.191 12.397 30.690 -0.9344
C 24.130 20.830 18.955 -0.9262
C 10.529 19.529 23.707 -0.9898
H 25.262 19.956 15.694 0.3065
H 21.697 24.883 28.602 0.2753
H 19.847 13.940 24.524 0.2143
H 20.513 14.987 29.416 0.3307
H 28.268 14.914 21.543 0.3379
H 27.520 16.325 20.781 0.2868
H 25.898 16.380 22.880 0.3658
H 19.545 12.686 31.518 0.3138
H 26.070 18.549 15.145 0.3617
H 19.222 26.718 17.644 0.2714
H 14.070 18.659 24.033 0.3426
H 18.986 15.900 31.178 0.3106
H 23.812 21.154 19.945 0.4082
H 11.489 21.427 23.166 0.3080
H 18.604 26.141 21.404 0.3093
H 27.460 20.062 22.850 0.3151
H 21.088 13.014 30.635 0.3154
H 15.976 12.311 22.796 0.3149
H 25.203 20.644 18.910 0.3031
H 23.893 21.502 18.130 0.3289
H 17.968 24.560 22.079 0.4195
H 19.312 15.552 28.191 0.2005
H 16.649 10.833 23.373 0.4041
H 13.386 20.073 24.772 0.2545
H 9.698 19.930 24.286 0.3530
H 15.080 20.163 24.607 0.3932
H 16.825 26.253 16.783 0.3016
H 10.069 18.674 23.210 0.2818
H 24.361 18.759 14.635 0.2932
H 21.400 24.746 26.873 0.3100
H 22.093 26.192 27.410 0.2938
H 26.645 14.891 21.310 0.3759
H 27.024 15.444 23.734 0.2695
H 20.523 15.565 24.405 0.3677
H 19.357 17.221 30.123 0.3907
H 25.841 19.269 23.066 0.3251
H 18.432 27.119 19.156 0.2740
H 16.938 25.398 21.044 0.3230
H 24.517 17.259 16.670 0.3168
H 17.585 12.691 24.515 0.2863
H 20.593 11.391 30.816 0.3719
H 11.196 19.165 24.488 0.2549
H 17.307 27.979 17.069 0.3688
H 18.942 12.060 23.546 0.3551
H 16.254 26.972 18.196 0.2903
H 20.629 14.433 22.968 0.3249
H 17.314 11.480 21.879 0.3203
H 10.579 20.644 21.877 0.3110
H 25.555 18.441 17.429 0.3056
H 17.844 16.419 30.011 0.3015
H 26.412 20.395 24.199 0.3844
```

Properties
HOMO-LUMO gap	7.65	eV
spin multiplicity	1
net charge	-2

Record 3
ORCA calculation (ωB97M-V/def2-TZVPD) on a gas-phase ion, C6H11N2 (charge +1) at a distorted geometry.

XYZ file:
```
19
Properties=species:S:1:pos:R:3:mulliken_charge:R:1
N 0.307 -0.913 0.750 -0.2713
N 1.906 -1.392 -1.153 -0.3255
C -1.562 2.079 -0.517 -1.1244
C -0.954 0.619 -0.517 0.4733
C -0.788 -0.088 -1.542 -0.6310
C 2.756 -1.377 0.000 -0.3861
C -0.705 0.147 0.826 -0.6992
C 1.607 -0.468 -0.120 -0.1604
H 2.752 -2.064 0.781 0.2845
H 3.669 -0.922 -0.200 0.2973
H -1.702 -0.069 1.224 0.3780
H -0.613 -0.257 -2.618 0.3997
H -0.643 2.622 -0.336 0.3347
H 0.700 -1.160 1.718 0.4156
H -1.921 2.171 -1.562 0.3371
H -0.159 0.997 1.390 0.3464
H 0.254 -1.917 0.243 0.5057
H -2.160 2.245 0.409 0.3539
H 1.607 0.591 -0.224 0.4716
```

Properties
HOMO-LUMO gap (spin up / spin down)	9.90 / 6.36	eV
spin multiplicity	1
net charge	+1
ΔE to the lowest compared entry with this formula, charge and spin	811.08	kJ/mol

Record 4
ORCA calculation (ωB97M-V/def2-TZVPD) on 2 unconnected molecules or ions with the total composition C3H6O at a distorted geometry.

XYZ file:
```
10
Properties=species:S:1:pos:R:3:mulliken_charge:R:1
O 2.373 -0.278 0.547 -0.4061
C -1.465 0.424 -0.500 -0.3800
C -0.892 1.307 0.356 -0.3378
C 1.764 -1.312 0.216 -0.0688
H -2.416 0.524 -0.890 0.3042
H 2.057 -1.639 -0.832 0.2220
H 0.758 -1.756 0.489 0.2514
H -0.777 -0.459 -0.774 0.0074
H -1.527 2.035 0.763 0.2494
H 0.127 1.153 0.626 0.1582
```

Properties
HOMO-LUMO gap	10.33	eV
spin multiplicity	1
SMILES	C=C.C=O
ΔE to the lowest compared entry with this formula, charge and spin	253.00	kJ/mol